Entry 1:
Entry from the Open Molecules 2025 dataset: a single C8H7NO3S molecule at a distorted geometry (ωB97M-V/def2-TZVPD).

Element x y z (Å)
1 S 0.622 -1.187 2.255
2 O -2.577 -0.673 2.363
3 O 1.296 -0.416 3.287
4 O 1.097 -2.540 1.990
5 N -1.439 0.174 0.569
6 C 2.342 0.074 -1.281
7 C -1.701 -0.481 1.620
8 C 2.070 -0.500 -0.085
9 C -2.495 0.837 -0.204
10 C -0.051 0.453 -1.475
11 C 0.896 -0.347 0.562
12 C 1.259 0.613 -1.996
13 C -0.230 0.080 -0.149
14 H -2.423 0.411 -1.259
15 H 2.912 -0.945 0.478
16 H 1.417 1.016 -2.982
17 H -0.754 0.837 -2.208
18 H -2.265 1.906 -0.333
19 H 3.403 0.146 -1.394
20 H -3.381 0.542 0.244

Calculated values
ΔE to the lowest compared entry with this formula, charge and spin	134.65	kJ/mol
spin multiplicity	3
E_LUMO (spin up / spin down)	0.17 / -2.50	eV
frontier orbital gap (spin up / spin down)	7.17 / 7.12	eV
expectation value of S²	2.009

natural (NBO) atomic charge list, values in e, 2 entries: S 1.80; O -0.49



Entry 2:
Entry from the Open Molecules 2025 dataset: 21 unconnected molecules or ions with the total composition C4H42Cl6O20 at a distorted geometry (ωB97M-V/def2-TZVPD).

Element x y z (Å)
1 Cl 0.423 -2.323 0.837
2 Cl 2.078 2.359 0.410
3 Cl 1.504 0.102 2.386
4 Cl -1.264 -1.576 -1.463
5 Cl -1.872 -0.578 1.199
6 Cl 2.968 -0.384 -0.077
7 O -0.342 3.476 -3.680
8 O -1.839 -3.240 3.501
9 O -4.447 -2.127 0.063
10 O 1.729 4.096 2.933
11 O 3.662 0.850 -3.075
12 O 0.394 -5.487 -0.343
13 O -1.287 -5.071 1.662
14 O 1.852 -1.323 -3.159
15 O 0.477 5.417 1.091
16 O -3.901 -1.565 3.792
17 O -0.017 2.280 4.147
18 O -4.488 -0.608 -2.376
19 O 5.422 -0.184 2.363
20 O -1.823 3.709 1.010
21 O -2.592 0.420 -4.182
22 O 0.069 0.558 -3.997
23 O 2.426 3.144 -3.115
24 O -2.879 -4.379 -0.450
25 O 5.524 -0.869 -2.130
26 O 1.118 0.307 5.837
27 C 1.575 0.589 0.632
28 C -0.242 1.344 -0.916
29 C 0.315 0.302 -0.119
30 C -0.544 -0.995 0.108
31 H -4.503 -1.602 -0.800
32 H 0.202 -6.447 -0.600
33 H -1.152 -3.215 4.243
34 H 1.463 3.388 -3.311
35 H -0.165 -5.261 0.469
36 H -4.558 0.253 -1.849
37 H -1.360 -4.364 2.381
38 H 3.098 0.013 -3.000
39 H 0.283 2.230 -1.141
40 H -1.172 1.118 -1.436
41 H -2.678 4.168 0.723
42 H -2.469 -2.459 3.628
43 H -2.058 3.013 1.707
44 H 3.020 3.692 -3.724
45 H -0.623 3.616 -4.642
46 H -3.737 -0.506 -3.047
47 H 1.820 4.400 3.893
48 H 1.578 0.052 6.700
49 H 1.536 -0.228 5.086
50 H -1.590 0.439 -4.045
51 H -1.715 -5.920 2.009
52 H -0.512 4.336 -3.174
53 H -0.041 1.550 -3.831
54 H 1.025 -0.740 -3.169
55 H 4.869 -0.223 -2.551
56 H -4.599 -1.165 3.179
57 H 1.666 -2.125 -2.570
58 H 0.363 1.806 4.956
59 H -2.236 -4.197 -1.210
60 H 3.040 1.639 -3.198
61 H -0.402 4.963 0.882
62 H -2.789 -0.171 -4.979
63 H -4.379 -2.037 4.549
64 H -3.990 -3.008 -0.132
65 H 0.747 2.725 3.655
66 H 0.451 0.434 -4.926
67 H 2.508 3.487 2.720
68 H 5.772 0.695 2.003
69 H 5.053 -1.756 -2.004
70 H 5.564 -0.893 1.656
71 H -2.348 -4.741 0.332
72 H 1.022 4.797 1.676

Calculated values
ΔE to the lowest compared entry with this formula, charge and spin	0.00	kJ/mol
E_LUMO	-0.66	eV
frontier orbital gap	8.74	eV

Löwdin atomic charge list, values in e, 2 entries: Cl 0.61; Cl 0.67



Entry 3:
Entry from the Open Molecules 2025 dataset: 6 unconnected molecules or ions with the total composition C20H32F6N2O10 at a distorted geometry (ωB97M-V/def2-TZVPD).

Element x y z (Å)
1 F -1.708 2.025 1.813
2 F -2.430 -0.102 -3.087
3 F -2.756 3.318 3.168
4 F -2.709 1.347 -1.642
5 F -0.949 0.076 -1.534
6 F -3.848 1.884 1.841
7 O -3.693 0.412 4.274
8 O -2.912 -0.792 0.331
9 O 5.338 -0.647 -1.138
10 O -3.813 -1.644 -1.535
11 O 3.078 -0.710 -1.368
12 O 0.307 2.652 -2.796
13 O 4.181 0.914 -2.369
14 O -1.425 0.777 4.318
15 O 0.983 3.850 -4.620
16 O -0.747 2.349 -4.572
17 N 1.865 -0.837 2.792
18 N 5.585 -3.306 2.903
19 C 1.345 2.916 -1.902
20 C -1.119 2.620 -5.938
21 C 4.298 -0.184 -1.529
22 C -2.288 0.126 -1.824
23 C -2.729 2.069 2.612
24 C 5.288 1.730 -2.791
25 C -3.579 -0.658 5.208
26 C -2.526 1.004 3.813
27 C 4.668 2.993 -3.339
28 C 0.925 -1.073 2.196
29 C -3.083 -0.798 -0.865
30 C 3.484 -3.038 4.518
31 C 4.622 -3.169 3.601
32 C 0.319 3.007 -3.985
33 C 3.028 -1.857 -0.517
34 C 0.919 2.605 -0.510
35 C -0.253 -1.278 1.454
36 C -4.664 -2.544 -0.862
37 C -3.665 -2.092 4.435
38 C -3.826 -3.774 -0.540
39 H 1.621 3.042 0.201
40 H 1.653 3.961 -1.893
41 H 4.008 3.417 -2.583
42 H 5.835 2.010 -1.891
43 H -0.235 -0.757 0.497
44 H -1.080 -0.818 1.993
45 H -5.052 -2.099 0.055
46 H 4.043 2.826 -4.217
47 H -0.206 2.731 -6.523
48 H 2.726 -3.751 4.194
49 H 2.059 -2.345 -0.628
50 H -2.984 -3.657 0.142
51 H -1.709 1.824 -6.392
52 H -3.389 -4.102 -1.484
53 H 3.197 -1.551 0.515
54 H -4.682 -2.160 4.048
55 H -1.635 3.578 -5.870
56 H -2.920 -0.575 6.073
57 H 2.157 2.232 -2.148
58 H -4.399 -4.522 0.007
59 H 0.932 1.522 -0.394
60 H 3.097 -2.019 4.511
61 H -0.442 -2.352 1.439
62 H -3.675 -2.918 5.146
63 H 3.765 -3.092 5.570
64 H 5.839 1.163 -3.541
65 H -4.505 -0.650 5.783
66 H -5.504 -2.892 -1.463
67 H 5.311 3.756 -3.778
68 H -0.078 2.885 -0.170
69 H -2.992 -2.221 3.587
70 H 3.733 -2.638 -0.802

Calculated values
ΔE to the lowest compared entry with this formula, charge and spin	149.68	kJ/mol
structure (SMILES)	CCOC(=O)C(F)(F)F.CCOC(=O)C(F)(F)F.CCOC(=O)OC.CCOC(=O)OC.CC#N.CC#N
E_LUMO	0.24	eV
frontier orbital gap	10.61	eV

natural (NBO) atomic charge list, values in e, 2 entries: F -0.29; F -0.28



Entry 4:
Entry from the Open Molecules 2025 dataset: a molecular structure, CO4P at a distorted geometry (ωB97M-V/def2-TZVPD).

Element x y z (Å)
1 P -1.332 -0.075 0.507
2 O 0.490 -1.147 0.204
3 O -2.090 -0.144 -0.728
4 O -0.196 1.121 0.210
5 O 2.116 0.301 -0.220
6 C 1.013 -0.056 0.027

Calculated values
ΔE to the lowest compared entry with this formula, charge and spin	117.43	kJ/mol
charge	-1
spin multiplicity	3
E_LUMO (spin up / spin down)	4.31 / 1.82	eV
frontier orbital gap (spin up / spin down)	5.16 / 7.84	eV
expectation value of S²	2.007

natural (NBO) atomic charge list, values in e, 2 entries: P 1.30; O -0.70



Entry 5:
Entry from the Open Molecules 2025 dataset: 3 unconnected molecules or ions with the total composition C5H12N2O at a distorted geometry (ωB97M-V/def2-TZVPD).

Element x y z (Å)
1 O -0.383 -0.734 1.892
2 N -0.191 -0.454 0.513
3 N 0.713 1.993 1.353
4 C -2.157 -0.712 -0.978
5 C -1.390 0.078 -0.156
6 C 0.544 -1.559 -0.116
7 C 1.919 1.215 -0.602
8 C 0.716 1.306 0.291
9 H -0.488 1.245 -0.515
10 H -0.042 -2.476 -0.068
11 H 0.734 -1.315 -1.159
12 H 2.714 0.653 -0.104
13 H 1.688 0.749 -1.558
14 H -1.721 -1.440 -1.650
15 H 1.486 -1.685 0.416
16 H -1.208 -1.250 1.903
17 H -1.921 0.711 0.555
18 H -3.182 -0.425 -1.175
19 H 2.278 2.228 -0.783
20 H -0.111 1.873 1.939

Calculated values
ΔE to the lowest compared entry with this formula, charge and spin	719.72	kJ/mol
E_LUMO	0.62	eV
frontier orbital gap	7.99	eV

natural (NBO) atomic charge list, values in e, 2 entries: O -0.55; N -0.12



Entry 6:
Entry from the Open Molecules 2025 dataset: 2 unconnected molecules or ions with the total composition C31H32BBr2F3O2 at a distorted geometry (ωB97M-V/def2-TZVPD).

Element x y z (Å)
1 Br -1.461 -7.146 1.924
2 Br 3.562 -0.771 -5.536
3 F -5.017 -3.653 -1.795
4 F -6.963 -2.807 -1.197
5 F -5.666 -3.751 0.305
6 O 2.874 0.300 1.472
7 O 2.880 2.006 -0.147
8 C 2.522 -0.394 -4.005
9 C 4.987 2.796 0.490
10 C -2.428 1.719 -0.319
11 C -4.989 -1.631 -0.573
12 C -3.386 0.609 -0.402
13 C -1.945 2.468 -1.534
14 C -3.600 -0.210 0.722
15 C 2.353 1.861 3.204
16 C -4.128 0.372 -1.568
17 C -2.047 -4.845 0.339
18 C 0.968 1.041 -2.818
19 C -1.845 -3.543 -0.097
20 C 0.671 0.687 -0.281
21 C -1.251 -5.347 1.385
22 C -4.910 -0.769 -1.664
23 C 3.397 1.494 2.151
24 C -2.926 3.119 -0.628
25 C 4.685 1.067 2.815
26 C 0.101 -0.399 0.517
27 C 1.945 -0.882 -1.720
28 C 3.568 2.579 0.988
29 C 1.146 0.278 -1.656
30 C 1.676 0.726 -3.982
31 C -0.148 -3.205 1.621
32 C -4.417 -1.322 0.654
33 C -5.665 -2.948 -0.798
34 C 2.949 3.938 1.261
35 C 2.626 -1.233 -2.886
36 C -0.889 -2.703 0.526
37 C -0.636 -1.402 -0.043
38 C -0.299 -4.535 2.024
39 B 2.447 0.788 0.290
40 H -5.447 -1.002 -2.579
41 H -1.731 1.655 0.513
42 H 5.395 0.685 2.074
43 H 1.355 2.016 2.770
44 H 3.244 -2.126 -2.908
45 H 3.021 4.553 0.358
46 H -3.961 3.212 -0.974
47 H 2.652 2.764 3.748
48 H 0.217 -0.351 1.600
49 H 0.313 -4.944 2.821
50 H -1.071 -1.224 -1.029
51 H -2.800 -5.470 -0.132
52 H -4.573 -1.956 1.524
53 H 0.569 -2.545 2.111
54 H 4.473 0.268 3.533
55 H 0.291 1.893 -2.795
56 H -4.086 1.057 -2.422
57 H -2.552 3.924 0.005
58 H 5.584 3.346 1.226
59 H -2.284 2.126 -2.515
60 H 5.478 1.848 0.240
61 H 4.933 3.395 -0.430
62 H -2.420 -3.149 -0.938
63 H 2.030 -1.524 -0.842
64 H 1.573 1.348 -4.864
65 H 0.260 1.691 -0.171
66 H 5.132 1.914 3.347
67 H 1.894 3.874 1.551
68 H 3.509 4.442 2.057
69 H -0.935 2.866 -1.506
70 H -3.079 0.021 1.657
71 H 2.273 1.040 3.930

Calculated values
ΔE to the lowest compared entry with this formula, charge and spin	18.70	kJ/mol
structure (SMILES)	CC1(C)OB([C@H](/C=C/c2ccc(Br)cc2)c2ccc(Br)cc2)OC1(C)C.FC(F)(F)c1ccc(C2CC2)cc1
E_LUMO	0.30	eV
frontier orbital gap	7.80	eV

Löwdin atomic charge list, values in e, 2 entries: Br 0.73; Br 0.72



Question: Which of these has the lowest ΔE to the lowest compared entry with this formula, charge and spin?
Answer: C4H42Cl6O20